{"formula": "C5H7NO", "method": "ωB97M-V/def2-TZVPD", "elements": ["C", "C", "C", "C", "N", "C", "O", "H", "H", "H", "H", "H", "H", "H"], "positions_angstrom": [[2.0386, -0.0754, -0.2843], [0.9660, 0.1255, 0.7433], [-0.0735, -0.7569, 0.7507], [-1.2179, 0.0060, 0.3942], [-2.3144, -0.5285, -0.3231], [-0.8546, 1.3169, 0.5035], [0.4876, 1.4022, 0.7246], [1.4446, -0.0429, -1.2153], [2.5010, -1.0613, -0.2410], [2.7739, 0.7242, -0.3478], [0.0209, -1.8345, 0.6959], [-2.0786, -1.4900, -0.5564], [-2.3237, -0.0399, -1.2156], [-1.3699, 2.2547, 0.3714]], "lowdin_charge": [-0.02, -0.33, -0.01, -0.32, 0.07, -0.06, 0.00, 0.10, 0.08, 0.08, 0.12, 0.08, 0.09, 0.12], "lumo_ev": 0.843, "homo_energy_ev": -7.86, "homo_lumo_gap_ev": 8.700, "fmax_ev_per_a": 0.48, "molar_mass_g_mol": 97.12, "smiles": "Cc1cc(N)co1"}

***

{"formula": "C5H7NO", "method": "ωB97M-V/def2-TZVPD", "elements": ["N", "C", "O", "C", "C", "C", "C", "H", "H", "H", "H", "H", "H", "H"], "positions_angstrom": [[-1.8794, 0.1999, 1.7191], [-0.8319, 0.4792, 1.1413], [-1.2007, -0.5680, -1.5908], [-0.2450, -1.3720, -0.8742], [0.6635, -0.1488, -0.6921], [-0.1549, 0.3702, -1.8917], [0.3304, 0.6459, 0.5507], [-2.7104, 0.6295, 1.3103], [0.1860, -2.1354, -1.5363], [-0.6602, -1.8445, 0.0218], [1.7415, -0.2865, -0.8200], [0.2887, 0.1456, -2.8713], [-0.4812, 1.4143, -1.8523], [0.9575, 1.4802, 0.8477]], "lowdin_charge": [0.15, -0.20, -0.12, -0.16, -0.25, -0.16, -0.07, 0.08, 0.12, 0.12, 0.13, 0.12, 0.12, 0.11], "lumo_ev": 0.985, "homo_energy_ev": -8.82, "homo_lumo_gap_ev": 9.805, "fmax_ev_per_a": 0.62, "molar_mass_g_mol": 97.12}

***

Copy entry 2 word for word.
{"formula": "C5H7NO", "method": "ωB97M-V/def2-TZVPD", "elements": ["N", "C", "O", "C", "C", "C", "C", "H", "H", "H", "H", "H", "H", "H"], "positions_angstrom": [[-1.8794, 0.1999, 1.7191], [-0.8319, 0.4792, 1.1413], [-1.2007, -0.5680, -1.5908], [-0.2450, -1.3720, -0.8742], [0.6635, -0.1488, -0.6921], [-0.1549, 0.3702, -1.8917], [0.3304, 0.6459, 0.5507], [-2.7104, 0.6295, 1.3103], [0.1860, -2.1354, -1.5363], [-0.6602, -1.8445, 0.0218], [1.7415, -0.2865, -0.8200], [0.2887, 0.1456, -2.8713], [-0.4812, 1.4143, -1.8523], [0.9575, 1.4802, 0.8477]], "lowdin_charge": [0.15, -0.20, -0.12, -0.16, -0.25, -0.16, -0.07, 0.08, 0.12, 0.12, 0.13, 0.12, 0.12, 0.11], "lumo_ev": 0.985, "homo_energy_ev": -8.82, "homo_lumo_gap_ev": 9.805, "fmax_ev_per_a": 0.62, "molar_mass_g_mol": 97.12}

***

> Number 2 is which compound?

C5H7NO